Entry 1:
DFT (ωB97M-V/def2-TZVPD) results for C5H8O in the gas phase at a distorted geometry.

Structure (XYZ):
```
14
C5H8O | OMol25 | ωB97M-V/def2-TZVPD
C 2.140 -0.374 -0.048
C 0.874 0.520 -0.034
O 0.840 1.691 0.231
C -0.403 -0.224 -0.266
C -1.613 -0.122 0.745
C -1.634 0.558 -0.618
H 2.198 -1.158 -0.899
H 3.070 0.180 -0.060
H 2.121 -1.006 0.950
H -0.337 -1.256 -0.633
H -2.129 -1.068 0.956
H -1.406 0.459 1.773
H -2.348 0.190 -1.405
H -1.374 1.609 -0.690
```

structure (SMILES) = CC(=O)C1CC1
spin multiplicity = 1

Results of the natural (NBO) charge analysis, in e, for atoms 1 through 2: -0.72 0.59

Entry 2:
DFT (ωB97M-V/def2-TZVPD) results for C5H8O as an isolated structure at a distorted geometry.

Structure (XYZ):
```
14
C5H8O | OMol25 | ωB97M-V/def2-TZVPD
O -1.753 -1.613 -1.636
C -1.516 -1.151 -0.607
C -0.691 0.631 -0.254
C 0.643 0.530 -0.995
C 1.304 0.298 0.394
C -0.082 0.499 0.996
H -1.030 -1.537 0.982
H -1.562 1.222 -0.530
H 0.746 -0.275 -1.733
H 0.948 1.471 -1.462
H 1.750 -0.693 0.542
H 2.041 1.058 0.671
H -0.559 -0.952 1.406
H -0.352 0.937 1.953
```

spin multiplicity = 1

Results of the natural (NBO) charge analysis, in e, for atoms 1 through 2: -0.51 0.55

Entry 3:
DFT (ωB97M-V/def2-TZVPD) results for C5H8O in the gas phase at a distorted geometry.

Structure (XYZ):
```
14
C5H8O | OMol25 | ωB97M-V/def2-TZVPD
O -0.814 0.071 2.000
C -1.021 -0.722 1.112
C -0.072 -0.933 -0.014
C -0.585 0.230 -0.941
C 0.654 1.052 -0.521
C 1.181 -0.120 0.331
H -2.021 -1.145 0.947
H 0.015 -1.974 -0.374
H -0.620 -0.093 -1.975
H -1.548 0.735 -0.720
H 1.251 1.368 -1.377
H 0.449 1.924 0.104
H 0.994 0.105 1.391
H 2.144 -0.531 -0.008
```

structure (SMILES) = O=CC1CCC1
spin multiplicity = 1

Results of the natural (NBO) charge analysis, in e, for atoms 1 through 2: -0.55 0.44

Entry 4:
DFT (ωB97M-V/def2-TZVPD) results for C5H8O in the gas phase.

Structure (XYZ):
```
14
C5H8O | OMol25 | ωB97M-V/def2-TZVPD
C -1.994 -1.596 -1.032
C -0.799 -0.776 -0.841
C 0.242 -0.217 -0.601
C 1.485 0.342 -0.063
C 1.217 1.396 1.044
O 0.007 1.208 1.732
H -2.332 -1.952 -0.054
H -2.814 -1.046 -1.501
H -1.759 -2.470 -1.647
H 2.047 -0.503 0.351
H 2.103 0.785 -0.852
H 2.005 1.319 1.798
H 1.276 2.404 0.606
H -0.683 1.105 1.060
```

structure (SMILES) = CC#CCCO
spin multiplicity = 1

Results of the natural (NBO) charge analysis, in e, for atoms 1 through 2: -0.68 0.00

Number 1: LUMO level 1.037 eV, Kohn-Sham gap 10.778 eV. Number 2: LUMO level 1.020 eV, Kohn-Sham gap 9.747 eV. Number 3: LUMO level 1.094 eV, Kohn-Sham gap 10.855 eV. Number 4: LUMO level 0.937 eV, Kohn-Sham gap 10.495 eV.